#A
{"formula": "C5H8BrN2", "method": "ωB97M-V/def2-TZVPD", "elements": ["N", "C", "Br", "C", "N", "C", "C", "C", "H", "H", "H", "H", "H", "H", "H", "H"], "xyz": [[-0.058, -1.434, -1.453], [-0.276, -0.503, -0.380], [-2.250, -0.826, 0.059], [0.610, -0.904, 0.947], [0.848, -0.120, 1.846], [0.232, 1.104, 1.839], [-0.107, 1.708, 0.696], [0.056, 0.981, -0.615], [0.982, -1.754, -1.596], [-0.419, -1.118, -2.296], [-0.583, -2.264, -1.075], [0.946, -1.917, 0.822], [-0.079, 1.621, 2.742], [-0.439, 2.753, 0.724], [-0.551, 1.460, -1.427], [1.088, 1.213, -0.833]], "nbo_charge": [-0.72, 0.05, 0.05, 0.12, -0.33, -0.05, -0.17, -0.53, 0.46, 0.45, 0.47, 0.18, 0.24, 0.25, 0.26, 0.27], "orbital_gap_ev": 9.24, "smiles": "[NH3+][C@@]1(Br)C=NC=CC1", "lumo_energy_ev": -4.112, "charge": 1}



#B
{"formula": "C5H8BrN2", "method": "ωB97M-V/def2-TZVPD", "elements": ["C", "C", "C", "C", "C", "N", "N", "Br", "H", "H", "H", "H", "H", "H", "H", "H"], "xyz": [[1.029, 1.441, -0.089], [-0.453, 1.471, -0.225], [0.074, -1.037, -0.519], [1.596, 0.253, -0.123], [-0.910, 0.023, -0.486], [-1.225, 0.691, 0.731], [-0.086, -2.155, 0.368], [3.440, -0.167, 0.091], [1.390, 2.387, -0.094], [-0.792, 2.424, -0.536], [0.169, -1.407, -1.499], [-1.737, -0.236, -1.128], [-2.195, 1.203, 0.886], [-0.755, 0.415, 1.594], [-0.001, -3.039, -0.186], [0.457, -2.267, 1.216]], "nbo_charge": [-0.36, -0.05, 0.03, -0.08, -0.08, -0.52, -0.85, 0.18, 0.24, 0.26, 0.23, 0.26, 0.47, 0.45, 0.40, 0.41], "orbital_gap_ev": 9.71, "lumo_energy_ev": -3.544, "charge": 1}



Which of them is most stable? Easy: #A.



#A
{"formula": "C22H64N2O9", "method": "ωB97M-V/def2-TZVPD", "elements": ["C", "O", "C", "C", "C", "N", "H", "H", "H", "H", "H", "H", "H", "H", "H", "H", "H", "C", "O", "C", "C", "C", "N", "H", "H", "H", "H", "H", "H", "H", "H", "H", "H", "H", "C", "C", "O", "H", "H", "H", "H", "H", "H", "C", "C", "O", "H", "H", "H", "H", "H", "H", "C", "C", "O", "H", "H", "H", "H", "H", "H", "C", "C", "O", "H", "H", "H", "H", "H", "H", "C", "C", "O", "H", "H", "H", "H", "H", "H", "C", "C", "O", "H", "H", "H", "H", "H", "H", "C", "C", "O", "H", "H", "H", "H", "H", "H"], "xyz": [[-0.748, 1.932, -3.242], [-1.471, 3.110, -3.013], [-1.830, 3.229, -1.648], [-2.229, 4.653, -1.328], [-1.082, 5.651, -1.527], [-2.763, 4.689, 0.050], [0.120, 1.858, -2.581], [-0.392, 1.912, -4.274], [-1.370, 1.034, -3.136], [-2.675, 2.549, -1.483], [-1.056, 2.927, -0.929], [-3.053, 4.961, -1.981], [-1.428, 6.682, -1.499], [-0.609, 5.468, -2.498], [-0.306, 5.483, -0.775], [-2.794, 5.673, 0.308], [-1.999, 4.342, 0.637], [2.812, 0.505, 3.290], [3.706, -0.546, 3.038], [3.254, -1.493, 2.113], [4.452, -2.311, 1.644], [5.468, -1.423, 0.955], [3.992, -3.349, 0.696], [2.551, 1.043, 2.371], [3.269, 1.168, 4.021], [1.856, 0.173, 3.717], [2.519, -2.137, 2.614], [2.767, -1.086, 1.219], [4.937, -2.797, 2.498], [5.033, -0.950, 0.069], [6.367, -1.959, 0.648], [5.773, -0.597, 1.600], [4.809, -3.878, 0.403], [3.423, -4.002, 1.237], [-6.080, -1.185, 1.380], [-4.650, -0.784, 1.075], [-4.147, 0.186, 1.996], [-6.118, -1.486, 2.427], [-6.409, -1.988, 0.723], [-6.747, -0.330, 1.255], [-4.560, -0.430, 0.039], [-3.972, -1.641, 1.079], [-4.448, 1.037, 1.653], [-0.160, -3.500, 1.762], [-0.749, -4.877, 1.900], [0.328, -5.822, 1.912], [-0.961, -2.764, 1.668], [0.471, -3.369, 0.881], [0.434, -3.257, 2.645], [-1.342, -5.104, 1.005], [-1.382, -4.982, 2.783], [-0.010, -6.719, 1.911], [1.683, -1.681, -3.439], [2.642, -1.961, -2.303], [2.212, -3.053, -1.516], [1.576, -2.556, -4.080], [2.021, -0.851, -4.061], [0.718, -1.406, -3.012], [2.772, -1.067, -1.670], [3.652, -2.137, -2.708], [2.848, -3.084, -0.760], [2.783, 3.830, -1.221], [3.084, 2.331, -1.386], [3.259, 1.704, -0.124], [3.682, 4.377, -0.935], [1.975, 3.946, -0.498], [2.460, 4.277, -2.163], [3.976, 2.268, -2.014], [2.232, 1.852, -1.864], [3.956, 2.137, 0.379], [-1.274, -0.414, 0.039], [0.217, -0.174, -0.076], [0.564, 1.070, 0.525], [-1.586, -0.341, 1.082], [-1.500, -1.407, -0.358], [-1.872, 0.253, -0.583], [0.411, -0.073, -1.157], [0.818, -1.025, 0.254], [1.473, 1.271, 0.243], [-3.282, -1.906, -2.779], [-2.175, -2.902, -2.609], [-2.401, -3.563, -1.347], [-3.139, -1.340, -3.704], [-3.189, -1.162, -1.982], [-4.299, -2.287, -2.710], [-1.223, -2.364, -2.588], [-2.173, -3.657, -3.402], [-1.711, -4.234, -1.269], [-1.378, 1.634, 3.441], [-1.716, 2.670, 2.347], [-0.512, 3.268, 1.886], [-0.696, 0.895, 3.017], [-2.263, 1.117, 3.812], [-0.843, 2.156, 4.236], [-2.383, 3.436, 2.734], [-2.199, 2.098, 1.547], [0.007, 2.555, 1.470]], "lowdin_charge": [-0.11, -0.17, -0.22, -0.43, -0.06, 0.04, 0.06, 0.09, 0.08, 0.13, 0.12, 0.14, 0.07, 0.07, 0.07, 0.07, 0.03, -0.09, -0.17, -0.21, -0.41, -0.05, 0.04, 0.07, 0.09, 0.09, 0.12, 0.11, 0.14, 0.07, 0.08, 0.08, 0.09, 0.10, -0.08, -0.33, -0.09, 0.08, 0.07, 0.07, 0.10, 0.11, 0.09, -0.08, -0.31, -0.09, 0.07, 0.07, 0.07, 0.10, 0.11, 0.08, -0.08, -0.36, -0.11, 0.08, 0.07, 0.04, 0.09, 0.11, 0.02, -0.07, -0.29, -0.10, 0.07, 0.07, 0.08, 0.11, 0.09, 0.11, -0.07, -0.27, -0.10, 0.07, 0.06, 0.06, 0.09, 0.09, 0.04, -0.09, -0.30, -0.10, 0.08, 0.04, 0.08, 0.09, 0.12, 0.08, -0.07, -0.32, -0.11, 0.05, 0.07, 0.07, 0.11, 0.09, 0.04], "orbital_gap_ev": 9.65, "smiles": "COC[C@H](C)N.COC[C@H](C)N.CCO.CCO.CCO.CCO.CCO.CCO.CCO", "lumo_energy_ev": 0.553}



#B
{"formula": "C22H64N2O9", "method": "ωB97M-V/def2-TZVPD", "elements": ["C", "O", "C", "C", "C", "N", "H", "H", "H", "H", "H", "H", "H", "H", "H", "H", "H", "C", "O", "C", "C", "C", "N", "H", "H", "H", "H", "H", "H", "H", "H", "H", "H", "H", "C", "C", "O", "H", "H", "H", "H", "H", "H", "C", "C", "O", "H", "H", "H", "H", "H", "H", "C", "C", "O", "H", "H", "H", "H", "H", "H", "C", "C", "O", "H", "H", "H", "H", "H", "H", "C", "C", "O", "H", "H", "H", "H", "H", "H", "C", "C", "O", "H", "H", "H", "H", "H", "H", "C", "C", "O", "H", "H", "H", "H", "H", "H"], "xyz": [[-1.384, -1.468, -3.067], [-0.683, -0.229, -3.120], [0.066, 0.068, -4.323], [0.441, 1.569, -4.452], [1.480, 1.934, -3.370], [-0.691, 2.420, -4.229], [-2.016, -1.594, -2.189], [-0.672, -2.293, -3.053], [-2.005, -1.689, -3.935], [0.957, -0.557, -4.385], [-0.538, -0.254, -5.172], [0.768, 1.763, -5.474], [1.956, 2.865, -3.677], [2.301, 1.226, -3.259], [0.953, 1.993, -2.418], [-1.135, 2.436, -5.136], [-1.363, 2.058, -3.567], [-5.632, -2.149, 0.337], [-4.809, -3.113, 0.976], [-4.793, -2.911, 2.428], [-3.692, -1.832, 2.781], [-2.335, -2.249, 2.157], [-3.595, -1.708, 4.271], [-5.381, -1.117, 0.581], [-6.662, -2.405, 0.584], [-5.546, -2.108, -0.748], [-5.750, -2.602, 2.848], [-4.737, -3.898, 2.886], [-3.925, -0.845, 2.379], [-2.258, -2.449, 1.088], [-2.066, -3.091, 2.795], [-1.577, -1.499, 2.381], [-2.865, -1.057, 4.518], [-4.487, -1.414, 4.643], [1.552, -3.919, 0.170], [1.050, -3.826, 1.620], [0.854, -5.112, 2.118], [0.775, -4.519, -0.304], [2.483, -4.486, 0.132], [1.625, -2.942, -0.308], [0.084, -3.322, 1.646], [1.725, -3.234, 2.238], [1.645, -5.625, 1.937], [1.300, 0.049, -0.267], [-0.184, -0.014, 0.127], [-0.900, 0.791, -0.727], [1.900, -0.416, 0.515], [1.513, 1.103, -0.447], [1.579, -0.474, -1.182], [-0.254, 0.281, 1.174], [-0.526, -1.047, 0.175], [-0.811, 0.437, -1.615], [2.060, 4.784, 1.781], [1.603, 3.634, 0.852], [0.251, 3.654, 0.510], [3.075, 4.651, 2.158], [1.382, 4.834, 2.633], [1.850, 5.757, 1.337], [1.767, 2.683, 1.360], [2.248, 3.845, -0.001], [0.009, 2.836, 0.070], [4.508, -0.939, -2.680], [5.085, -2.050, -1.849], [4.439, -2.086, -0.549], [3.441, -1.056, -2.874], [5.024, -0.918, -3.639], [4.646, 0.035, -2.210], [6.144, -1.899, -1.641], [4.912, -3.014, -2.328], [4.682, -2.897, -0.097], [-0.953, 2.846, 4.402], [-1.147, 1.364, 3.992], [-1.323, 0.557, 5.114], [-0.881, 3.509, 3.540], [0.006, 2.943, 4.911], [-1.763, 3.215, 5.031], [-0.222, 0.981, 3.560], [-2.003, 1.248, 3.328], [-0.433, 0.444, 5.455], [5.590, 1.843, 0.361], [5.142, 0.900, 1.412], [4.858, 1.640, 2.581], [6.380, 2.498, 0.731], [4.837, 2.509, -0.059], [5.922, 1.227, -0.474], [5.982, 0.226, 1.579], [4.345, 0.221, 1.109], [4.647, 1.055, 3.313], [-4.165, 1.108, -3.399], [-4.335, 1.494, -1.957], [-5.466, 0.858, -1.434], [-4.510, 0.080, -3.505], [-3.111, 1.028, -3.663], [-4.686, 1.773, -4.088], [-4.312, 2.579, -1.858], [-3.538, 1.185, -1.280], [-5.722, 1.289, -0.615]], "lowdin_charge": [-0.07, -0.25, -0.15, -0.41, -0.04, 0.05, 0.10, 0.09, 0.09, 0.12, 0.12, 0.14, 0.08, 0.06, 0.06, 0.07, 0.05, -0.12, -0.20, -0.16, -0.39, -0.07, 0.04, 0.07, 0.09, 0.08, 0.11, 0.12, 0.11, 0.07, 0.08, 0.05, 0.03, 0.06, -0.07, -0.34, -0.06, 0.08, 0.07, 0.05, 0.08, 0.11, 0.08, -0.06, -0.32, -0.07, 0.07, 0.05, 0.06, 0.09, 0.09, 0.02, -0.07, -0.34, -0.07, 0.07, 0.05, 0.07, 0.10, 0.10, 0.05, -0.09, -0.29, -0.11, 0.06, 0.08, 0.06, 0.11, 0.11, 0.07, -0.07, -0.33, -0.09, 0.06, 0.07, 0.07, 0.10, 0.11, 0.09, -0.09, -0.35, -0.07, 0.08, 0.07, 0.07, 0.11, 0.09, 0.08, -0.07, -0.33, -0.08, 0.08, 0.04, 0.08, 0.11, 0.10, 0.09], "orbital_gap_ev": 9.20, "smiles": "COC[C@H](C)N.COC[C@H](C)N.CCO.CCO.CCO.CCO.CCO.CCO.CCO", "lumo_energy_ev": 0.310}



Which of them is most stable? Easy: #A.



#A
{"formula": "C4H7Cl2P", "method": "ωB97M-V/def2-TZVPD", "elements": ["C", "C", "C", "C", "P", "Cl", "Cl", "H", "H", "H", "H", "H", "H", "H"], "xyz": [[-0.933, 2.078, 0.064], [-0.829, 0.812, -0.452], [0.075, -0.315, 0.108], [-0.448, -1.725, -0.092], [1.884, -0.112, -0.526], [2.331, 1.677, 0.347], [2.866, -1.613, 0.600], [-1.689, 2.793, -0.437], [-0.323, 2.392, 0.846], [-1.467, 0.417, -1.194], [0.167, -0.073, 1.191], [0.423, -2.420, -0.087], [-0.933, -1.768, -1.061], [-1.124, -2.143, 0.692]], "nbo_charge": [-0.37, -0.19, -0.56, -0.63, 0.84, -0.28, -0.32, 0.21, 0.20, 0.19, 0.23, 0.23, 0.21, 0.23], "orbital_gap_ev": 9.52, "smiles": "C=C[C@@H](C)P(Cl)Cl", "lumo_energy_ev": 0.361}



#B
{"formula": "C4H7Cl2P", "method": "ωB97M-V/def2-TZVPD", "elements": ["C", "C", "C", "P", "C", "Cl", "Cl", "H", "H", "H", "H", "H", "H", "H"], "xyz": [[0.797, -0.850, -2.108], [0.548, -0.533, -0.839], [1.484, -0.180, 0.198], [0.771, 0.167, 1.699], [-0.982, 0.795, 1.708], [0.606, -1.304, 3.208], [1.861, 1.474, 2.703], [-0.017, -1.031, -2.788], [1.788, -0.940, -2.506], [-0.494, -0.465, -0.544], [2.544, -0.313, 0.101], [-1.643, 0.029, 1.319], [-1.037, 1.709, 1.124], [-1.227, 0.991, 2.751]], "nbo_charge": [-0.46, -0.19, -0.86, 1.38, -0.94, -0.33, -0.21, 0.20, 0.19, 0.18, 0.26, 0.26, 0.26, 0.26], "orbital_gap_ev": 8.00, "smiles": "C=CC=P(C)(Cl)Cl", "lumo_energy_ev": 0.513}



Which of them is most stable? Easy: #A.